1.
Below is a structure of composition C21H29BrN3O2PdSSbSe4, with properties calculated with ωB97M-V/def2-TZVPD.

The geometry in XYZ format:
```
63
Properties=species:S:1:pos:R:3
Sb 3.849 -0.941 2.668
Pd 1.305 -1.082 1.156
Br -2.379 1.751 2.488
Se 2.708 -2.970 1.676
Se 6.032 -0.826 1.624
Se 3.565 -1.091 5.081
Se 2.518 1.043 1.695
S -0.217 -2.801 0.957
O 0.619 0.437 -1.499
O -0.715 1.010 7.360
N -0.728 -0.238 3.433
N -2.864 -2.320 0.830
N -1.649 -1.106 -0.632
C 1.059 3.436 -1.152
C 0.033 -0.531 5.669
C -0.716 0.565 6.070
C 2.046 -1.329 -3.283
C 1.105 -2.356 -2.649
C 0.343 2.110 -3.169
C -3.815 -1.360 0.291
C -3.081 -2.771 2.183
C 0.975 1.608 -5.450
C 0.749 0.819 -2.792
C 0.441 2.472 -4.508
C -3.060 -0.862 -0.937
C -0.072 3.152 -2.146
C -1.418 0.793 3.838
C -0.007 -0.898 4.339
C -1.366 2.830 -1.404
C -1.482 1.256 5.141
C 1.464 0.378 -5.039
C 3.230 -1.040 -2.353
C -1.608 -1.963 0.339
C 1.381 -0.034 -3.713
H -3.982 -0.552 1.018
H -3.915 -3.477 2.213
H 0.829 -2.047 -1.644
H 0.118 3.466 -4.805
H 0.597 -1.718 3.965
H 1.043 1.904 -6.491
H -3.256 0.184 -1.158
H -2.053 2.128 5.421
H 1.270 2.563 -0.534
H 0.783 4.266 -0.496
H -1.233 1.957 -0.767
H 0.691 -1.054 6.352
H 1.620 -3.315 -2.556
H -3.334 -1.448 -1.825
H 1.977 3.706 -1.677
H 3.733 -1.967 -2.071
H -1.649 3.671 -0.763
H -2.186 2.643 -2.102
H 3.958 -0.383 -2.833
H 0.195 -2.502 -3.235
H 2.895 -0.568 -1.428
H -3.313 -1.926 2.847
H -0.242 4.071 -2.720
H -4.775 -1.826 0.058
H -0.028 0.536 7.839
H 1.937 -0.283 -5.758
H -2.182 -3.258 2.553
H -0.182 -0.143 -1.306
H 2.443 -1.768 -4.207
```

Properties
- lowest unoccupied orbital energy (eV) = 4.0
- energy above the lowest of the compared OMol25 structures with the same formula, charge and spin (kJ/mol) = 16.2
- HOMO-LUMO gap (Ha) = 0.2052
- net charge = -2
- DFT total energy (Ha) = -14078.60799
- strongest force on any atom (hartree/bohr) = 0.01908
- highest occupied orbital energy (eV) = -1.56

***

2.
Below is a structure of composition C21H29Cl2MoO4 at a distorted geometry, with properties calculated with ωB97M-V/def2-TZVPD.

The geometry in XYZ format:
```
57
Properties=species:S:1:pos:R:3
Mo -0.713 -1.450 1.344
Cl -0.129 3.409 4.722
Cl 1.217 0.746 5.009
O 0.537 1.622 2.278
O 2.157 1.696 -2.046
O 2.465 2.857 2.343
O -0.435 -0.164 -2.553
C -2.202 -1.134 3.719
C -0.083 -1.047 -3.651
C -2.812 -0.325 1.611
C -0.393 -3.429 2.462
C -2.159 0.724 2.364
C 1.301 -2.398 1.234
C -1.816 0.233 3.645
C 1.572 1.045 -0.901
C 1.197 -1.738 2.514
C 0.231 1.741 -0.601
C -0.127 0.053 -4.759
C -1.257 -1.989 -3.812
C 0.168 -2.385 3.270
C 1.270 -1.715 -3.571
C 1.469 2.291 2.816
C -2.823 -1.508 2.469
C -0.719 0.848 -3.619
C 1.735 3.090 -1.884
C 0.307 3.106 -1.341
C 0.281 -3.423 1.183
C 1.329 2.425 4.344
H -3.375 -0.205 0.680
H 1.863 3.634 -2.826
H 0.854 0.427 -5.067
H -0.401 3.227 -2.175
H -2.169 -1.745 4.623
H -0.791 -0.205 -5.587
H 2.200 1.210 0.002
H 0.179 3.933 -0.628
H -0.171 1.762 -3.382
H 2.100 -2.251 0.512
H 0.118 -4.104 0.343
H 1.126 -2.726 -3.187
H -1.208 -2.731 -3.015
H -0.036 -2.202 4.321
H 1.998 -1.147 -2.990
H 1.768 -0.877 2.847
H -1.798 1.032 -3.754
H -2.182 -1.408 -3.728
H -1.212 -2.463 -4.791
H 2.188 2.923 4.810
H 2.414 3.563 -1.151
H 1.516 -0.040 -1.068
H 1.659 -1.782 -4.593
H -0.641 1.120 -0.856
H 0.222 1.956 0.487
H -1.035 -4.223 2.838
H -1.383 0.823 4.458
H -3.400 -2.416 2.277
H -1.971 1.733 2.012
```

Properties
- lowest unoccupied orbital energy (spin up / spin down) (eV) = -6.8 / -6.1
- HOMO-LUMO gap (spin up / spin down) (Ha) = 0.1610 / 0.1883
- net charge = +1
- DFT total energy (Ha) = -2106.63544
- strongest force on any atom (hartree/bohr) = 0.08578
- highest occupied orbital energy (spin up / spin down) (eV) = -11.18 / -11.18
- <S²> = 2.310
- spin multiplicity = 3

***

3.
Below is a cluster of 6 separate species, C21H29ClFO13 in total at a distorted geometry, with properties calculated with ωB97M-V/def2-TZVPD.

The geometry in XYZ format:
```
65
Properties=species:S:1:pos:R:3
Cl -0.190 -0.618 -0.141
F -3.019 0.725 7.384
O 4.065 -0.273 3.334
O 5.743 -1.318 4.192
O -1.500 -3.797 -4.126
O -2.761 4.255 -0.547
O -4.603 2.969 -0.757
O 1.121 -0.662 -0.764
O 0.722 -4.136 -4.379
O 3.716 -2.283 4.323
O -4.629 5.005 0.216
O -1.191 -0.287 -1.137
O -0.222 0.446 0.845
O -0.419 -1.898 0.478
O -0.841 -5.596 -5.086
C 6.293 -2.484 4.776
C -1.807 -1.246 4.603
C -6.039 4.876 0.361
C 1.779 3.589 -4.514
C 2.759 -0.252 2.750
C 2.373 2.587 -5.254
C 0.832 1.944 -3.038
C 1.461 0.939 -3.766
C -0.426 -4.463 -4.505
C -2.224 0.268 6.381
C 4.428 -1.387 3.971
C 0.137 -6.373 -5.725
C 2.175 1.249 -4.908
C -1.940 3.190 -1.026
C -1.329 -2.543 -3.472
C -0.674 -0.550 4.216
C -2.600 -0.857 5.678
C 0.963 3.264 -3.429
C -1.137 1.028 6.003
C -0.346 0.592 4.951
C -4.046 3.970 -0.404
H 1.093 -5.853 -5.779
H -6.417 5.807 0.764
H 1.393 -0.085 -3.417
H -0.212 -6.655 -6.717
H 2.276 0.706 2.919
H 0.514 1.183 4.662
H 0.310 -7.304 -5.175
H -2.036 -2.477 -2.650
H -0.348 -2.255 -3.102
H 5.805 -2.704 5.727
H -0.932 3.382 -0.673
H 0.553 4.041 -2.793
H -2.078 -2.121 4.022
H -2.006 3.065 -2.105
H 1.934 4.631 -4.771
H 2.843 -0.361 1.667
H 3.084 2.815 -6.040
H 2.160 -1.082 3.108
H 6.153 -3.344 4.121
H -0.899 1.962 6.495
H -6.271 4.032 1.011
H -1.605 -1.751 -4.176
H -2.227 2.227 -0.595
H -0.065 -0.838 3.374
H -3.482 -1.424 5.943
H 7.353 -2.314 4.932
H -6.492 4.661 -0.609
H 2.676 0.491 -5.497
H 0.296 1.692 -2.131
```

Properties
- lowest unoccupied orbital energy (eV) = 2.6
- energy above the lowest of the compared OMol25 structures with the same formula, charge and spin (kJ/mol) = 0.0
- HOMO-LUMO gap (Ha) = 0.3416
- net charge = -1
- DFT total energy (Ha) = -2355.62230
- strongest force on any atom (hartree/bohr) = 0.03141
- highest occupied orbital energy (eV) = -6.69

***

4.
Below is a structure of composition C21H29F9NO3P2Pb at a distorted geometry, with properties calculated with ωB97M-V/def2-TZVPD.

The geometry in XYZ format:
```
66
Properties=species:S:1:pos:R:3
Pb 0.106 0.276 0.303
P -0.916 1.651 -1.827
P 2.282 -0.673 1.528
F -0.787 -5.080 0.158
F -4.288 -3.064 -0.267
F -1.020 -2.444 -3.201
F 0.159 -3.240 -1.504
F -1.445 -4.425 -2.389
F -2.946 -5.057 0.345
F -3.766 -0.973 -0.356
F -4.031 -2.104 -2.200
F -1.699 -4.349 1.977
O -1.306 -1.390 -0.632
O 1.526 4.061 0.047
O 3.395 2.813 1.446
N 2.065 0.674 -1.375
C 2.173 -0.029 3.239
C -1.332 3.381 -1.472
C -3.834 -0.687 3.156
C 3.334 0.517 -0.863
C -2.151 0.931 2.487
C 3.518 0.028 0.491
C -1.301 -0.132 2.234
C 4.251 1.481 -2.898
C 2.038 -2.473 1.568
C -1.827 -4.369 0.628
C -3.511 -2.181 -0.947
C 4.458 0.903 -1.654
C -3.392 0.639 3.117
C -1.111 -3.167 -2.034
C 1.875 1.301 -2.550
C 2.950 1.706 -3.360
C -1.681 -1.449 2.312
C -1.978 -2.345 -1.049
C -2.425 0.864 -2.463
C 0.433 1.480 -3.065
C -3.041 -1.687 2.594
H -2.210 -0.170 -2.766
H -4.015 1.454 3.472
H 3.557 1.844 1.282
H -0.983 -2.232 2.055
H 2.749 2.192 -4.322
H -2.087 3.385 -0.668
H 0.361 2.361 -3.720
H -2.866 1.413 -3.308
H 1.184 -0.280 3.660
H 1.141 4.705 0.669
H 1.976 -2.871 0.544
H -1.754 3.857 -2.367
H 2.273 1.069 3.252
H 0.584 2.722 1.076
H 0.361 2.450 1.759
H 4.271 3.207 1.505
H -3.157 0.840 -1.643
H 2.959 -0.475 3.867
H 1.107 -2.737 2.097
H -0.439 3.916 -1.119
H -4.820 -0.924 3.574
H 5.461 0.725 -1.252
H 2.287 3.631 0.548
H 2.880 -2.945 2.092
H 4.559 -0.139 0.791
H 5.101 1.769 -3.519
H 0.152 0.597 -3.671
H -3.499 -2.689 2.461
H -1.907 1.937 2.129
```

Properties
- lowest unoccupied orbital energy (spin up / spin down) (eV) = -5.2 / -5.2
- HOMO-LUMO gap (spin up / spin down) (Ha) = 0.1866 / 0.1865
- net charge = +1
- DFT total energy (Ha) = -2871.99572
- strongest force on any atom (hartree/bohr) = 0.06968
- highest occupied orbital energy (spin up / spin down) (eV) = -10.23 / -10.23

***

Q: Which of these has the lowest net charge?
A: C21H29BrN3O2PdSSbSe4

***

Q: The lowest net charge belongs to which entry?
A: C21H29BrN3O2PdSSbSe4

***

Q: Which value of net charge does entry 3 give?
A: -1

***

Q: The lowest DFT total energy belongs to which entry?
A: C21H29BrN3O2PdSSbSe4